Record 1
Below is a gas-phase ion, C4H10NO (charge +1) in a non-equilibrium geometry, with properties calculated with ωB97M-V/def2-TZVPD.

Values from the calculation:
- highest occupied orbital energy (spin up / spin down) (eV) = -10.938 / -14.803
- frontier orbital gap (spin up / spin down) (eV) = 7.65 / 5.86

The geometry in ORCA input format:
```
! wB97M-V def2-TZVPD RIJCOSX def2/J DEFGRID3
* xyz 1 3
C -0.32167 0.21427 0.73634
C 2.01958 -0.51866 0.23966
C 0.43965 0.38072 -1.47988
C -2.11114 0.50450 0.35918
N 0.62081 0.11344 -0.14750
O -2.58062 -0.74230 0.23355
H -0.09778 0.01777 1.72805
H 1.90713 -1.63087 0.03604
H 2.40259 -0.14048 1.17483
H 2.61214 -0.17407 -0.60877
H 0.04830 -0.42806 -2.05694
H 1.37536 0.70794 -1.96247
H -0.44385 1.08576 -1.52119
H -2.46256 0.91616 1.33047
H -2.27762 1.25965 -0.41847
H -2.99079 -0.87132 -0.63810
*
```

Here are the Mulliken charges for atoms 1 to 2, given in e:
1. C -0.154
2. C -0.827



Record 2
Below is a gas-phase ion, C4H10NO (charge +2), with properties calculated with ωB97M-V/def2-TZVPD.

Values from the calculation:
- highest occupied orbital energy (spin up / spin down) (eV) = -21.832 / -22.118
- frontier orbital gap (spin up / spin down) (eV) = 12.29 / 8.91

The geometry in ORCA input format:
```
! wB97M-V def2-TZVPD RIJCOSX def2/J DEFGRID3
* xyz 2 2
C 1.63245 0.15341 1.00179
C 0.68912 0.56150 -0.11855
C -0.20704 -0.57065 -0.67672
C -1.27778 0.02866 -1.62135
O -2.36072 -0.45432 -1.56556
N 0.99941 0.16302 2.38926
H 2.00237 -0.86187 0.86426
H 2.48478 0.81214 1.07791
H 0.12834 1.46830 0.13394
H 1.34243 0.88154 -0.93250
H 0.34447 -1.15702 -1.43808
H -0.64732 -1.23798 0.05680
H -1.02535 0.85051 -2.33301
H 0.05803 -0.23241 2.39385
H 0.91641 1.11429 2.78311
H 1.56029 -0.36982 3.06390
*
```

Here are the Mulliken charges for atoms 1 to 2, given in e:
1. C -0.755
2. C -0.725



Record 3
Below is a molecular structure, C4H10NO2 in a non-equilibrium geometry, with properties calculated with ωB97M-V/def2-TZVPD.

Values from the calculation:
- highest occupied orbital energy (eV) = -2.697
- frontier orbital gap (eV) = 6.54

The geometry in ORCA input format:
```
! wB97M-V def2-TZVPD RIJCOSX def2/J DEFGRID3
* xyz -1 1
C 0.19031 -0.59481 0.25839
C -0.92345 0.28223 0.72567
C -0.98540 -0.00441 2.31198
O -0.65561 -1.24622 2.71091
N 0.53688 -0.56715 -1.15205
C 1.14051 0.93923 -2.23512
O 1.68839 0.33010 -3.19305
H 1.03108 -0.28483 0.84511
H -0.02947 -1.61492 0.57786
H -0.74523 1.32261 0.61656
H -1.82688 -0.17706 0.25834
H -0.23811 0.68427 2.71832
H -1.94158 0.45771 2.60866
H -0.23828 -0.98386 -1.66480
H 1.21820 -1.21386 -1.54528
H 0.12181 1.26973 -2.45645
H 1.65684 1.40124 -1.38503
*
```

Here are the Mulliken charges for atoms 1 to 2, given in e:
1. C -0.806
2. C -0.437



Record 4
Below is a gas-phase ion, C4H10NO2 (charge -1) in a non-equilibrium geometry, with properties calculated with ωB97M-V/def2-TZVPD.

Values from the calculation:
- structure (SMILES) = CCCO[C@H](N)[O-]
- highest occupied orbital energy (eV) = -3.624
- frontier orbital gap (eV) = 7.99

The geometry in ORCA input format:
```
! wB97M-V def2-TZVPD RIJCOSX def2/J DEFGRID3
* xyz -1 1
C -0.15803 -1.77964 1.72206
C 1.02172 -1.13495 1.01720
C 0.90158 0.39352 0.98368
O -0.26784 0.84982 0.42317
C -0.19018 0.88024 -1.34686
N -1.64155 0.97120 -1.51787
O 0.42668 -0.07574 -1.81052
H -0.01298 -2.86641 1.80356
H -1.05648 -1.60654 1.13068
H -0.33799 -1.39512 2.72258
H 1.95391 -1.39824 1.52324
H 1.02779 -1.48931 -0.01329
H 0.98436 0.76263 2.02085
H 1.77316 0.78587 0.42574
H 0.29417 1.88048 -1.33041
H -2.03957 0.98826 -0.58546
H -1.86230 1.85559 -1.96463
*
```

Here are the Mulliken charges for atoms 1 to 2, given in e:
1. C -1.145
2. C -0.268



Record 5
Below is a gas-phase ion, C4H10NO2 (charge -1) in a non-equilibrium geometry, with properties calculated with ωB97M-V/def2-TZVPD.

Values from the calculation:
- structure (SMILES) = [O-]CCCNCO
- highest occupied orbital energy (eV) = -3.039
- frontier orbital gap (eV) = 7.17

The geometry in ORCA input format:
```
! wB97M-V def2-TZVPD RIJCOSX def2/J DEFGRID3
* xyz -1 1
O -2.14224 -0.36146 0.05865
C -1.81562 -1.04890 1.18042
C -0.31036 -0.97709 1.59656
C 0.68567 -0.79664 0.43641
N 0.34108 0.32646 -0.52861
C 1.34561 0.73492 -1.47632
O 1.65628 2.09640 -1.20312
H -1.96863 -2.16680 1.02205
H -2.42894 -0.79449 2.08245
H -0.08150 -1.91830 2.10067
H -0.19083 -0.07519 2.23025
H 1.63276 -0.25806 0.72674
H 0.93292 -1.76677 -0.01133
H -0.76394 0.19452 -0.51930
H 0.83797 0.63675 -2.47117
H 2.25535 0.13914 -1.45643
H 0.93074 2.35295 -0.62733
*
```

Here are the Mulliken charges for atoms 1 to 2, given in e:
1. O -0.882
2. C -0.305



Record 6
Below is a molecular structure, C4H10NO2 in a non-equilibrium geometry, with properties calculated with ωB97M-V/def2-TZVPD.

Values from the calculation:
- highest occupied orbital energy (eV) = -3.507
- frontier orbital gap (eV) = 7.87

The geometry in ORCA input format:
```
! wB97M-V def2-TZVPD RIJCOSX def2/J DEFGRID3
* xyz -1 1
C -0.68560 0.86059 -0.48480
O 0.10529 1.10965 0.64654
C -1.71049 -0.18314 -0.35177
N -2.34560 -0.44342 -1.68126
H -1.08425 1.87590 -0.77453
H 0.16472 0.42587 -1.19439
H -1.20955 -1.15034 -0.02691
H -2.46604 0.03467 0.41133
H -1.68320 -0.84496 -2.30614
H -3.11277 -1.06337 -1.62979
O 1.13722 -1.40070 0.15750
C 1.17664 -0.43885 0.97997
C 2.49535 0.30861 1.06738
H 0.68812 -0.47379 1.98768
H 2.89734 0.36563 2.09384
H 2.40728 1.32001 0.58639
H 3.22555 -0.30236 0.51895
*
```

Here are the Mulliken charges for atoms 1 to 2, given in e:
1. C -0.474
2. O -0.627



Record 7
Below is 2 unconnected molecules or ions with the total composition C4H10NO2 in a non-equilibrium geometry, with properties calculated with ωB97M-V/def2-TZVPD.

Values from the calculation:
- highest occupied orbital energy (spin up / spin down) (eV) = 1.592 / 1.656
- frontier orbital gap (spin up / spin down) (eV) = 5.22 / 5.15

The geometry in ORCA input format:
```
! wB97M-V def2-TZVPD RIJCOSX def2/J DEFGRID3
* xyz -2 2
C -0.08965 2.22065 0.91885
N 0.12930 0.86172 1.26450
C -0.37123 -0.05100 0.32085
C 0.24373 0.21666 -1.22206
O -0.61916 0.49729 -2.17019
C 0.07125 -1.48231 0.80930
O -0.35126 -2.57130 0.09617
H 0.66039 2.60705 0.21778
H -0.08515 2.96502 1.73414
H -1.04543 2.43030 0.41274
H -1.44371 -0.09271 0.14391
H 3.29583 0.02487 0.29600
H 0.84729 -0.69970 -1.38791
H 1.01990 1.00215 -1.02308
H 3.44527 0.38092 -0.34023
H -0.25488 -1.53160 1.87672
H 1.18533 -1.47057 0.68679
*
```

Here are the Mulliken charges for atoms 1 to 2, given in e:
1. C -0.841
2. N -0.654



Record 8
Below is a gas-phase ion, C4H10NO2 (charge +1) in a non-equilibrium geometry, with properties calculated with ωB97M-V/def2-TZVPD.

Values from the calculation:
- highest occupied orbital energy (eV) = -11.809
- frontier orbital gap (eV) = 8.41

The geometry in ORCA input format:
```
! wB97M-V def2-TZVPD RIJCOSX def2/J DEFGRID3
* xyz 1 1
C 0.90789 -1.05386 0.82806
C -1.80030 -0.75212 0.76004
C 2.64677 -0.03559 -0.69993
C -2.75112 0.81619 -0.80609
N 1.79871 0.19372 0.47593
O -0.54131 -0.43860 0.65062
O -2.74149 -0.14686 0.25973
H 0.97753 -1.44843 1.87694
H -2.06959 -1.58403 1.37028
H 3.71469 0.34983 -0.47400
H 2.71773 -1.13432 -1.01752
H 2.22474 0.51213 -1.51953
H -1.94938 1.69326 -0.71392
H -3.78831 1.26422 -0.86633
H -2.67465 0.33688 -1.77303
H 1.05150 0.87038 0.28389
H 2.27659 0.55720 1.36485
*
```

Here are the Mulliken charges for atoms 1 to 2, given in e:
1. C -0.510
2. C 0.226



Record 9
Below is 2 unconnected molecules or ions with the total composition C4H10NO2S in a non-equilibrium geometry, with properties calculated with ωB97M-V/def2-TZVPD.

Values from the calculation:
- highest occupied orbital energy (eV) = -2.718
- frontier orbital gap (eV) = 5.99

The geometry in ORCA input format:
```
! wB97M-V def2-TZVPD RIJCOSX def2/J DEFGRID3
* xyz -1 1
O -0.13993 -0.68783 -2.59041
C 0.54284 -0.20386 -1.66745
N 0.17493 -0.47411 -0.39363
C 0.55270 0.32267 0.82398
C -0.31553 -0.07084 1.97929
S 0.58926 0.33510 3.53254
C 1.54910 0.88638 -1.95452
H -0.62951 -1.09561 -0.48731
H 1.60965 0.05803 1.03098
H 0.50825 1.36548 0.56079
H -1.28521 0.44230 2.09093
H -0.58548 -1.14958 1.90545
H 2.59718 0.52900 -1.88797
H 1.42024 1.62792 -1.14819
H 1.41909 1.35524 -2.91915
H -2.84806 -0.35055 -3.58528
H -1.94502 -0.51281 -2.51929
O -2.91772 -0.59215 -2.65296
*
```

Here are the Mulliken charges for atoms 1 to 2, given in e:
1. O -0.822
2. C 0.709



Record 10
Below is 2 unconnected molecules or ions with the total composition C4H10NO3 in a non-equilibrium geometry, with properties calculated with ωB97M-V/def2-TZVPD.

Values from the calculation:
- highest occupied orbital energy (eV) = -3.075
- frontier orbital gap (eV) = 6.86

The geometry in ORCA input format:
```
! wB97M-V def2-TZVPD RIJCOSX def2/J DEFGRID3
* xyz -1 1
O 1.14267 1.69146 2.67060
C 0.53383 0.85651 1.98508
C 0.85775 0.47310 0.57758
C 1.42111 1.65990 -0.36881
N -0.45326 -0.12467 0.21999
C -0.99311 -0.02162 -1.16644
O -1.42487 -1.17238 -1.53902
H -0.42979 0.50333 2.37792
H 1.58889 -0.30855 0.58391
H 2.41785 1.88400 -0.12103
H 0.99978 2.64088 -0.23776
H 1.25570 1.31797 -1.35835
H -0.34967 -1.14546 0.30146
H -1.74398 0.80005 -1.07057
H -0.25146 0.31039 -2.01154
H -1.29708 -2.53952 -0.66537
H -2.08080 -3.54093 -0.01373
O -1.19356 -3.28445 -0.16392
*
```

Here are the Mulliken charges for atoms 1 to 2, given in e:
1. O -0.572
2. C -0.173



Record 11
Below is a gas-phase ion, C4H10NO3 (charge +1) in a non-equilibrium geometry, with properties calculated with ωB97M-V/def2-TZVPD.

Values from the calculation:
- structure (SMILES) = C[C@@H](O)[C@H]([NH3+])C(=O)O
- highest occupied orbital energy (eV) = -14.593
- frontier orbital gap (eV) = 10.56

The geometry in ORCA input format:
```
! wB97M-V def2-TZVPD RIJCOSX def2/J DEFGRID3
* xyz 1 1
C -0.06924 1.16522 -1.52415
C 0.89624 0.24753 -0.74233
O 1.75836 1.19431 -0.09464
C 0.23238 -0.50594 0.41639
N -0.66292 -1.63737 -0.12403
C -0.53920 0.30855 1.43851
O -0.20264 1.34772 1.93393
O -1.52570 -0.40148 2.10651
H -0.74627 0.76246 -2.26863
H 0.67764 1.87177 -1.96892
H -0.54140 1.76547 -0.72874
H 1.58821 -0.30075 -1.38417
H 2.67588 0.83904 -0.07038
H 1.12370 -0.96879 0.93355
H -0.46850 -2.55749 0.37585
H -0.46579 -1.85629 -1.10910
H -1.67690 -1.43943 0.03463
H -2.05384 0.16547 2.77572
*
```

Here are the Mulliken charges for atoms 1 to 2, given in e:
1. C -1.248
2. C -0.235



Record 12
Below is a gas-phase ion, C4H10NO4S2 (charge +1) in a non-equilibrium geometry, with properties calculated with ωB97M-V/def2-TZVPD.

Values from the calculation:
- structure (SMILES) = CS(=O)(=O)O[S@@](C)(=O)=[N+]1CC1
- highest occupied orbital energy (eV) = -15.172
- frontier orbital gap (eV) = 11.25

The geometry in ORCA input format:
```
! wB97M-V def2-TZVPD RIJCOSX def2/J DEFGRID3
* xyz 1 1
C 0.47427 2.89946 1.52799
S -1.02645 1.98182 0.89448
O -1.26774 2.23573 -0.50100
O -1.94350 1.95063 1.98811
O -0.57485 0.24476 0.79977
S -0.12536 -0.36368 -0.62214
C -1.49242 -0.47179 -1.83388
O 1.04438 0.32105 -1.07988
N 0.07109 -2.01459 -0.38275
C 1.31864 -2.52137 -0.77272
C 1.01243 -2.36510 0.68257
H 1.11816 3.08905 0.66585
H 0.01465 3.85912 1.77374
H 0.88255 2.60751 2.55378
H -2.13181 -1.24366 -1.42674
H -2.08159 0.55567 -1.69421
H -0.98241 -0.61517 -2.83802
H 2.02010 -1.75628 -1.21642
H 1.34394 -3.53657 -1.18664
H 0.68199 -3.15073 1.41308
H 1.64392 -1.70588 1.25503
*
```

Here are the Mulliken charges for atoms 1 to 2, given in e:
1. C -0.873
2. S 1.187



In the order shown, the computed relative energy (zero: lowest compared OMol25 entry of this formula, charge and spin) values come out to 2.1117, 0.0000, 4.2375, 2.2310, 3.5794, 3.2777, 1.6243, 5.9250, 1.1420, 3.8642, 1.4716, 0.1298 eV.